Record 1
Molecular formula: C22H42B3F3O6
Method: DFT, the ωB97M-V functional and the def2-TZVPD basis

XYZ file:
```
76
Properties=species:S:1:pos:R:3:forces:R:3:mulliken_charge:R:1
C 5.215122 -2.691536 0.381202 -0.3 -0.8 0.3 -0.3067
C 4.019472 -2.581900 0.346468 0.0 0.8 -0.4 -0.7622
C 2.620194 -2.292218 0.043476 -0.2 -1.1 0.0 0.1723
C 1.960192 -3.461875 -0.723323 -0.6 0.4 -0.5 -0.4293
C 0.636242 -2.973052 -1.405693 0.0 -0.4 0.3 -0.5570
B -0.573645 -3.925506 -1.102386 0.9 0.1 0.3 0.2581
O -1.044252 -4.935812 -1.924941 -0.5 0.4 0.6 -0.5430
B -2.341945 -5.193651 -1.496693 -0.3 -0.7 -1.0 0.8403
C -2.797691 -6.631984 -1.203264 -0.1 0.4 0.0 -0.5239
C -3.076143 -7.672453 -0.669400 0.3 0.3 0.1 0.0747
O -3.187016 -4.098801 -1.288954 0.4 -0.3 0.6 -0.5353
B -2.576639 -3.316771 -0.324562 0.1 0.4 0.6 0.1043
C -3.170085 -2.002402 0.294852 -1.0 -0.6 0.0 -0.4970
C -4.684228 -1.796310 0.063803 0.5 0.6 0.4 -0.9344
C -5.002567 -1.017148 -1.207618 0.2 -0.7 1.5 0.9625
F -6.044047 -1.534057 -1.830759 -0.9 -0.3 -0.8 -0.2996
F -3.993825 -0.944983 -2.056125 0.9 -0.3 -1.0 -0.2719
F -5.298178 0.244249 -0.902599 -0.4 1.1 0.2 -0.3050
O -1.301839 -3.721927 0.095974 -0.2 0.5 -1.0 0.0354
H 6.165901 -3.152649 0.421382 0.5 0.3 0.1 0.4138
H 2.530215 -1.419024 -0.598820 0.2 0.3 0.2 0.4191
H 2.055762 -2.167218 0.966890 -0.1 0.4 0.0 0.0585
H 1.715373 -4.274050 -0.038035 0.4 -0.1 0.0 0.4141
H 2.620674 -3.805070 -1.517099 0.1 -0.2 0.2 0.1684
H 0.419531 -1.997183 -0.959536 -0.3 0.0 -0.2 0.2038
H 0.750385 -2.849790 -2.483772 0.3 0.1 0.1 0.2083
H -3.187434 -8.555175 -0.099405 -0.3 -0.4 -0.1 0.4069
H -2.627629 -1.125519 -0.063596 0.2 -0.1 0.1 0.3126
H -3.022282 -2.049557 1.376365 0.3 0.0 0.0 0.2135
H -5.045138 -1.162100 0.874030 -0.2 0.0 0.0 0.4185
H -5.273291 -2.708261 0.117787 0.2 -0.1 -0.3 0.3264
C -0.605386 -0.196806 4.372856 -0.1 0.1 -0.1 -1.1647
C 0.385345 -0.021639 3.234492 0.0 0.0 0.1 -0.2361
O -0.222537 0.221234 1.978393 0.0 -0.2 -0.2 -0.3063
C -1.029858 1.382994 1.885674 0.0 0.1 0.1 -0.3065
C -0.284548 2.674974 2.171342 0.1 0.0 0.1 -1.0949
H -1.294609 -1.014786 4.155127 0.0 0.0 0.0 0.2516
H -0.078213 -0.419933 5.301130 0.0 0.0 0.0 0.4131
H -1.202405 0.701289 4.537078 0.1 0.0 0.1 0.2857
H 0.958825 -0.942010 3.117033 0.0 0.0 -0.1 0.2929
H 1.108796 0.767419 3.466094 0.0 0.0 0.0 0.3444
H -1.907086 1.286319 2.535585 0.0 0.1 0.0 0.3542
H -1.406158 1.407283 0.861789 0.1 -0.1 0.0 0.3065
H 0.107370 2.706308 3.188618 -0.1 0.0 0.0 0.2957
H -0.949326 3.530566 2.043392 0.0 0.0 0.0 0.2588
H 0.561356 2.785526 1.490831 0.0 0.0 0.0 0.3046
C 5.398309 -1.137291 -2.803530 -0.1 0.1 -0.1 -1.1765
C 4.901071 -2.552942 -3.034798 0.1 0.0 -0.1 -0.1511
O 3.655496 -2.617795 -3.713879 -0.2 -0.1 0.1 -0.3064
C 3.614812 -2.046251 -5.009077 0.1 0.1 -0.1 -0.3918
C 4.583795 -2.681006 -5.991566 0.1 -0.1 0.1 -1.0714
H 4.661565 -0.562422 -2.239302 0.0 0.0 0.1 0.2243
H 6.333769 -1.152577 -2.243450 0.0 0.0 0.0 0.4160
H 5.579732 -0.608915 -3.741096 0.1 0.0 0.0 0.3848
H 4.743683 -3.032773 -2.073587 -0.1 -0.1 -0.1 0.1220
H 5.653777 -3.150981 -3.561480 0.0 0.1 -0.1 0.2962
H 3.772446 -0.963450 -4.950961 0.1 0.0 0.0 0.3293
H 2.595195 -2.191220 -5.368713 0.0 0.0 0.1 0.3165
H 5.621925 -2.557199 -5.680866 0.0 0.1 0.0 0.2677
H 4.473247 -2.226319 -6.976851 0.0 0.0 0.0 0.3900
H 4.391634 -3.751722 -6.077608 0.0 0.0 0.0 0.3031
C -1.384266 8.413685 0.976401 -0.1 0.1 0.1 -1.1373
C -0.973128 7.163996 1.736721 -0.1 0.0 -0.1 -0.1522
O -1.029480 7.305472 3.144231 0.2 0.0 0.1 -0.4277
C -2.298538 7.613479 3.692014 -0.1 0.0 0.0 -0.3206
C -3.364087 6.570620 3.399204 0.0 -0.1 -0.1 -0.9810
H -0.757488 9.258514 1.266293 0.0 0.0 0.0 0.2983
H -1.282640 8.253027 -0.097598 0.0 0.0 0.0 0.4006
H -2.420537 8.690629 1.174668 0.0 0.0 -0.1 0.2694
H 0.064450 6.929876 1.496421 0.0 0.0 0.2 0.3765
H -1.567710 6.300117 1.418293 -0.1 0.0 0.0 0.1502
H -2.623966 8.606088 3.361461 -0.1 0.0 0.0 0.3005
H -2.150502 7.680226 4.770271 0.1 0.0 0.0 0.3252
H -3.556205 6.469449 2.330210 -0.1 0.1 0.0 0.2710
H -4.302623 6.844557 3.882572 0.0 0.0 0.0 0.3812
H -3.052106 5.593096 3.771366 0.0 0.0 0.0 0.2479
```
Positions in Å, forces in eV/Å.

Values from the calculation:
- HOMO-LUMO gap (eV) = 10.2019
- HOMO level (eV) = -9.67
- total energy (Ha) = -1689.17229

=====

Record 2
Molecular formula: C22H42Cl6F12N2O14S4Zn
Method: DFT, the ωB97M-V functional and the def2-TZVPD basis

XYZ file:
```
103
Properties=species:S:1:pos:R:3:forces:R:3:mulliken_charge:R:1
Zn -10.560100 -16.495530 -26.339920 -0.6 0.0 -0.6 1.7465
C -11.536390 -19.929990 -23.067280 -1.3 -0.3 0.0 0.6737
F -10.992830 -19.383480 -21.998850 -0.1 0.0 0.2 -0.2052
F -10.583870 -20.352960 -23.870510 -0.3 -0.3 0.2 -0.1870
F -12.398260 -20.909740 -22.704360 1.3 1.4 -0.4 -0.1665
S -12.437620 -18.472280 -24.012120 -0.4 1.1 -1.8 1.0894
O -13.833940 -18.255060 -23.671670 2.2 -1.2 -0.2 -0.5555
O -11.574810 -17.323560 -23.867540 1.4 1.2 0.4 -0.7035
N -12.041980 -18.789160 -25.709410 0.6 0.9 3.1 -0.4015
S -13.132660 -19.865120 -26.012550 -3.1 -3.0 -3.6 0.8770
O -13.103090 -21.104500 -25.231840 0.5 1.9 -0.5 -0.6164
O -14.421270 -19.233700 -26.215480 0.7 -0.7 -0.1 -0.6279
C -12.583360 -20.470320 -27.782030 -1.3 1.0 1.0 0.6119
F -13.436940 -21.404820 -28.229310 1.1 0.1 0.6 -0.2031
F -12.694760 -19.448780 -28.668510 0.7 -0.2 0.4 -0.2409
F -11.320850 -20.886170 -27.696600 -0.4 -0.2 -0.6 -0.2112
C -6.901810 -16.061910 -23.241020 1.3 -1.1 -0.5 0.7059
F -5.666350 -16.184030 -22.759310 0.0 0.3 -0.2 -0.2208
F -7.560650 -17.154160 -22.836390 -0.5 0.9 0.1 -0.2182
F -7.409270 -14.932260 -22.830400 -0.6 -0.3 0.2 -0.1769
S -6.812210 -16.206690 -25.163330 -0.9 -1.5 -0.9 0.8780
O -5.450880 -15.914380 -25.610200 -2.5 -0.2 0.8 -0.4927
O -7.383350 -17.516540 -25.488400 0.4 1.3 0.4 -0.6714
N -8.128140 -15.106710 -25.631140 1.7 -2.3 1.4 -0.2708
S -7.277600 -13.784230 -25.818920 -0.2 5.0 -0.8 0.8827
O -6.359310 -13.341270 -24.777310 -1.0 -1.3 -0.5 -0.5839
O -6.806670 -13.672030 -27.171380 -0.2 0.0 0.0 -0.6135
C -8.637200 -12.386360 -25.662170 1.8 -0.5 0.4 0.5051
F -9.617490 -12.595920 -26.536330 -0.6 -0.1 0.3 -0.2327
F -9.096120 -12.291640 -24.384900 0.0 -0.1 -1.4 -0.2178
F -8.042250 -11.223130 -25.998640 -0.4 -0.7 0.4 -0.2039
C -5.349060 -3.837030 -23.381660 0.5 -0.2 -0.6 -0.5505
O -6.717710 -3.956110 -23.200900 -1.1 -0.4 0.5 -0.4061
C -7.082370 -5.246420 -22.742990 -1.7 1.0 -0.2 -0.6896
C -6.999900 -6.383870 -23.741420 1.3 0.3 0.5 -0.4364
O -5.635330 -6.711740 -23.665580 1.3 -1.2 1.0 -0.3095
C -5.272180 -8.018990 -24.151120 -1.5 1.7 -0.5 -0.6629
H -5.095940 -4.382270 -24.290910 0.5 0.2 -0.2 0.1917
H -4.822460 -4.333880 -22.566830 0.3 0.3 0.2 0.2893
H -5.117740 -2.775550 -23.470270 0.2 -0.1 0.1 0.2398
H -8.123340 -5.148780 -22.434880 -0.1 0.1 0.0 0.3792
H -6.517990 -5.499560 -21.845490 0.2 -0.2 0.0 0.3790
H -7.209520 -6.157670 -24.786880 -0.6 0.4 0.0 0.3586
H -7.661990 -7.171760 -23.382290 0.0 -0.4 0.0 0.4367
H -5.558920 -7.861240 -25.190830 0.7 -1.2 -0.6 0.3056
H -5.937820 -8.764660 -23.716380 0.2 -0.3 0.1 0.2397
H -4.215710 -8.213890 -23.966760 -0.2 0.1 -0.1 0.2385
C -3.699630 -24.506360 -23.573840 -0.2 0.0 -0.7 -0.5979
O -2.608820 -24.426850 -24.447960 1.0 0.3 -0.7 -0.3405
C -2.820580 -23.759480 -25.700240 -0.7 0.3 0.7 -0.5318
C -3.140290 -22.222060 -25.538130 -0.4 -1.4 0.2 -0.4201
O -2.071530 -21.600100 -24.923030 1.7 0.5 0.5 -0.3125
C -2.194970 -20.242340 -24.506590 -0.6 -0.4 -0.5 -0.6568
H -4.077800 -23.506380 -23.361400 0.0 -0.1 0.6 0.2250
H -3.385290 -25.076010 -22.699330 0.1 0.4 0.1 0.2296
H -4.510790 -25.070680 -24.033900 -0.3 -0.1 -0.2 0.2776
H -3.647480 -24.268020 -26.195970 -0.6 0.3 -0.1 0.3691
H -1.985760 -24.023710 -26.349360 0.4 0.6 0.4 0.3010
H -4.032880 -22.156340 -24.915970 -0.3 0.0 0.3 0.2752
H -3.455440 -21.758340 -26.472870 0.4 0.0 -0.5 0.3868
H -1.253000 -19.773900 -24.221350 0.3 -0.7 -0.2 0.2570
H -2.833220 -20.168840 -23.626060 -0.4 0.1 -0.1 0.2409
H -2.569610 -19.661090 -25.349150 -0.4 0.3 0.1 0.3028
C -13.003510 -14.091640 -26.844170 -1.4 0.6 -0.4 -0.9372
O -12.132210 -14.957460 -27.537100 0.8 0.7 0.0 -0.2031
C -12.484150 -15.004760 -28.967190 1.0 -0.9 1.8 -0.7089
C -11.182240 -15.459260 -29.586410 -0.8 -0.6 -1.1 -0.6374
O -10.598920 -16.486380 -28.791740 -0.4 -0.3 2.1 -0.2361
C -9.532750 -17.191460 -29.399440 0.3 0.4 -1.6 -0.9019
H -13.990130 -14.536630 -26.973220 -0.3 -0.1 1.0 0.3373
H -13.140850 -13.134800 -27.347860 0.6 0.2 -0.2 0.3307
H -12.685530 -13.845930 -25.830960 -0.1 -0.7 0.0 0.3240
H -12.829150 -14.058280 -29.383410 0.3 0.3 0.4 0.4225
H -13.319100 -15.703500 -29.019350 0.2 -0.3 -0.4 0.4069
H -10.496370 -14.643510 -29.814950 0.2 0.0 0.5 0.4326
H -11.469610 -15.912250 -30.535260 0.3 -0.1 -0.3 0.4052
H -8.727470 -16.476790 -29.569410 0.5 -0.4 0.4 0.3619
H -9.839580 -17.480450 -30.404640 -0.2 -0.2 -0.1 0.3244
H -9.279800 -18.118960 -28.885780 0.0 0.5 0.4 0.3148
Cl -2.077790 -14.707020 -32.446620 0.3 0.0 -0.4 -0.1855
C -3.192010 -14.308290 -31.130620 0.0 0.5 0.3 -0.3657
C -4.421410 -13.600560 -31.665990 -0.2 0.8 0.6 -0.3392
Cl -5.514080 -14.766600 -32.337060 -0.9 -0.9 -1.0 -0.1956
H -2.653540 -13.672710 -30.427640 0.0 0.0 0.0 0.2631
H -3.427150 -15.262490 -30.659110 -0.2 0.3 0.1 0.2733
H -4.226690 -12.799190 -32.378730 0.4 -0.4 -0.3 0.3347
H -5.056130 -13.095750 -30.937700 0.6 -0.2 0.7 0.2174
Cl -4.636190 -20.869890 -19.619570 0.0 0.1 0.1 -0.1992
C -5.908230 -20.593000 -18.389340 -0.5 0.2 -0.3 -0.4112
C -5.560040 -19.422080 -17.469790 1.0 -0.5 -0.5 -0.3392
Cl -6.309040 -19.692080 -15.883200 -0.1 0.4 0.0 -0.1969
H -6.062510 -21.524450 -17.844640 0.2 0.2 0.0 0.3321
H -6.808270 -20.377010 -18.965000 0.0 -0.1 0.2 0.2398
H -5.795330 -18.453190 -17.910230 -0.5 -0.1 0.2 0.3027
H -4.476810 -19.401690 -17.350170 -0.1 -0.1 0.3 0.2734
Cl -0.913090 -15.153190 -26.677020 0.3 0.7 0.5 -0.2079
C -0.369390 -13.673320 -25.731560 0.0 -0.2 -0.4 -0.5050
C -1.093830 -13.641830 -24.381280 0.7 0.0 -0.6 -0.2348
Cl -0.767380 -12.064220 -23.588880 -0.2 -0.1 -0.1 -0.2103
H -0.555630 -12.806710 -26.365910 -0.5 -0.1 0.2 0.3242
H 0.717510 -13.707180 -25.656700 -0.1 -0.4 0.3 0.3405
H -0.649430 -14.381380 -23.715190 -0.4 -0.1 -0.1 0.2851
H -2.163950 -13.778700 -24.536850 0.1 0.1 0.3 0.2108
```
Positions in Å, forces in eV/Å.

Values from the calculation:
- HOMO-LUMO gap (eV) = 4.8671
- HOMO level (eV) = -9.45
- total energy (Ha) = -9357.53685

=====

Which of these has the highest HOMO level?
C22H42Cl6F12N2O14S4Zn

=====

Which of these has the lowest HOMO level?
C22H42B3F3O6

=====

Which value of HOMO level does entry 1 give?
-9.67 eV

=====

Among the records above, which one has the lowest total energy?
C22H42Cl6F12N2O14S4Zn